[1]
{"formula": "C2HCl3FN", "method": "wB97M-V/def2-TZVPD", "homo_ha": [-0.3073, -0.3073], "charge": 0, "orbital_gap_ev": [8.16, 8.16], "species": ["C", "C", "N", "F", "Cl", "Cl", "Cl", "H"], "coordinates": [[-0.826, 1.079, -0.326], [0.413, 0.778, -0.937], [0.193, -0.889, 1.957], [-0.404, -2.087, 1.432], [-0.886, 0.230, 1.496], [1.868, -0.080, -0.366], [-0.948, -0.370, -1.465], [0.590, 1.338, -1.791]], "lowdin_charge": [-0.5696, -0.9414, -0.4723, -0.3000, 0.8306, 0.6188, 0.7978, 0.0360]}

=====

[2]
{"formula": "C22H21FN2O4S", "method": "wB97M-V/def2-TZVPD", "homo_ha": -0.3058, "charge": 0, "orbital_gap_ev": 8.71, "smiles": "Cc1oc(-c2ccccc2F)nc1CS(=O)(=O)CC(=O)N1CCc2ccccc2C1", "species": ["C", "C", "O", "C", "C", "C", "C", "C", "C", "C", "F", "N", "C", "C", "S", "O", "O", "C", "C", "O", "N", "C", "C", "C", "C", "C", "C", "C", "C", "C", "H", "H", "H", "H", "H", "H", "H", "H", "H", "H", "H", "H", "H", "H", "H", "H", "H", "H", "H", "H", "H"], "coordinates": [[-1.965, -3.737, 0.347], [-1.168, -2.639, -0.246], [0.171, -2.609, -0.087], [0.592, -1.496, -0.733], [2.009, -1.208, -0.769], [2.892, -1.975, -0.006], [4.249, -1.729, -0.026], [4.762, -0.708, -0.812], [3.909, 0.062, -1.582], [2.551, -0.193, -1.557], [1.757, 0.562, -2.332], [-0.387, -0.830, -1.273], [-1.520, -1.537, -0.986], [-2.867, -1.120, -1.404], [-3.856, -0.604, 0.063], [-3.149, -0.992, 1.263], [-5.180, -1.139, -0.088], [-3.986, 1.229, 0.058], [-2.871, 1.823, -0.775], [-3.091, 2.146, -1.933], [-1.662, 1.946, -0.211], [-0.598, 2.487, -1.045], [0.498, 3.121, -0.196], [1.048, 2.072, 0.717], [2.401, 1.871, 0.940], [2.823, 0.856, 1.782], [1.896, 0.019, 2.378], [0.543, 0.208, 2.152], [0.117, 1.242, 1.334], [-1.344, 1.534, 1.146], [-2.619, -4.179, -0.402], [-1.300, -4.497, 0.747], [-2.588, -3.339, 1.148], [2.489, -2.768, 0.605], [4.913, -2.335, 0.572], [5.823, -0.514, -0.828], [4.281, 0.856, -2.210], [-3.444, -1.941, -1.824], [-2.834, -0.283, -2.094], [-4.937, 1.442, -0.422], [-3.994, 1.544, 1.096], [-1.051, 3.216, -1.721], [-0.179, 1.674, -1.645], [1.275, 3.522, -0.846], [0.081, 3.946, 0.390], [3.124, 2.515, 0.462], [3.878, 0.711, 1.963], [2.227, -0.781, 3.023], [-0.187, -0.442, 2.612], [-1.618, 2.348, 1.838], [-1.915, 0.646, 1.418]], "lowdin_charge": [0.0147, -0.2381, 0.1278, -0.2663, -0.0744, -0.0218, -0.0830, -0.0751, -0.0096, -0.2223, 0.0841, 0.2198, -0.2658, -0.1109, 0.7098, -0.3340, -0.3159, -0.0979, -0.5301, 0.0508, -0.0181, -0.1227, -0.0963, -0.1844, -0.0344, -0.0889, -0.0840, -0.0240, -0.1559, -0.0809, 0.0938, 0.0901, 0.0780, 0.1221, 0.1058, 0.1066, 0.1214, 0.1132, 0.1036, 0.1134, 0.1097, 0.1277, 0.1067, 0.1223, 0.1292, 0.1165, 0.1057, 0.1073, 0.1210, 0.1473, 0.0864]}

=====

[3]
{"formula": "C3H7BrClNO", "method": "wB97M-V/def2-TZVPD", "homo_ha": -0.3310, "charge": 0, "orbital_gap_ev": 8.45, "smiles": "C/C=C/O.ClNBr", "species": ["C", "C", "C", "O", "H", "H", "H", "H", "H", "H", "Cl", "N", "Br", "H"], "coordinates": [[0.327, -0.854, -1.683], [0.338, 0.486, -1.036], [1.048, 0.774, 0.043], [1.517, 2.027, 0.271], [1.169, -1.028, -2.442], [-0.576, -0.971, -2.468], [0.385, -1.755, -0.931], [0.118, 1.300, -1.654], [1.499, 0.077, 0.703], [1.733, 2.049, 1.205], [-3.165, -1.492, 1.601], [-1.630, -0.822, 2.189], [-1.833, 0.953, 2.889], [-0.929, -0.744, 1.312]], "lowdin_charge": [-0.1458, -0.1798, -0.2528, 0.0090, 0.0799, 0.1046, 0.0980, 0.0908, 0.1132, 0.0937, 0.4006, -0.9210, 0.4913, 0.0182]}

=====

[4]
{"formula": "C23H24O6", "method": "wB97M-V/def2-TZVPD", "homo_ha": -0.2814, "charge": 0, "orbital_gap_ev": 7.26, "smiles": "COc1ccc(/C=C/C(=O)/C=C(O)/C=C/c2ccc(OC)c(OC)c2)cc1OC", "species": ["C", "O", "C", "C", "C", "C", "C", "C", "C", "O", "C", "C", "O", "C", "C", "C", "C", "C", "C", "O", "C", "C", "O", "C", "C", "C", "C", "O", "C", "H", "H", "H", "H", "H", "H", "H", "H", "H", "H", "H", "H", "H", "H", "H", "H", "H", "H", "H", "H", "H", "H", "H", "H"], "coordinates": [[4.416, -5.176, 5.793], [3.149, -5.560, 5.320], [2.540, -4.781, 4.391], [3.060, -3.613, 3.856], [2.350, -2.895, 2.910], [1.101, -3.322, 2.468], [0.401, -2.534, 1.476], [-0.786, -2.815, 0.919], [-1.480, -2.033, -0.108], [-2.456, -2.552, -0.688], [-1.044, -0.702, -0.421], [-1.677, 0.043, -1.387], [-2.707, -0.437, -2.070], [-1.240, 1.384, -1.701], [-1.829, 2.126, -2.657], [-1.486, 3.465, -3.067], [-2.193, 4.053, -4.113], [-1.898, 5.333, -4.547], [-0.888, 6.067, -3.945], [-0.517, 7.326, -4.290], [-1.195, 7.960, -5.346], [-0.161, 5.487, -2.876], [0.810, 6.279, -2.341], [1.570, 5.774, -1.273], [-0.465, 4.210, -2.457], [0.576, -4.504, 3.011], [1.269, -5.230, 3.955], [0.834, -6.383, 4.531], [-0.416, -6.895, 4.142], [4.382, -4.201, 6.291], [5.156, -5.145, 4.986], [4.704, -5.938, 6.515], [4.025, -3.251, 4.173], [2.779, -1.989, 2.509], [0.932, -1.642, 1.169], [-1.319, -3.720, 1.177], [-0.221, -0.268, 0.118], [-2.867, -1.366, -1.712], [-0.407, 1.749, -1.120], [-2.654, 1.672, -3.191], [-2.984, 3.501, -4.598], [-2.466, 5.754, -5.361], [-0.733, 8.941, -5.444], [-2.260, 8.082, -5.126], [-1.080, 7.411, -6.287], [2.269, 6.566, -1.011], [2.132, 4.879, -1.565], [0.944, 5.543, -0.405], [0.085, 3.767, -1.644], [-0.391, -4.843, 2.679], [-0.439, -7.137, 3.075], [-1.228, -6.198, 4.375], [-0.551, -7.808, 4.720]], "lowdin_charge": [-0.0805, -0.0586, -0.1972, -0.0116, -0.0372, -0.2214, -0.0257, -0.0038, -0.3855, 0.0237, 0.0167, -0.3177, 0.0857, -0.0155, -0.0117, -0.2203, -0.0328, -0.0105, -0.1975, -0.0592, -0.0802, -0.1900, -0.0627, -0.0823, 0.0424, 0.0435, -0.1896, -0.0617, -0.0791, 0.0973, 0.0975, 0.0951, 0.1046, 0.1112, 0.1055, 0.1093, 0.0954, 0.0883, 0.1069, 0.1195, 0.1137, 0.1049, 0.0949, 0.0974, 0.0975, 0.0948, 0.0976, 0.0979, 0.0990, 0.0994, 0.0988, 0.0985, 0.0950]}

=====

In eV/A, the strongest force on any atom values for the records above are, in order, 2.9; 1.4; 3.3; 0.9.
In eV, the energy relative to the best compared isomer or geometry (same formula, charge and spin) values for the records above are, in order, 8.634; 0.000; 0.825; 0.000.